C24H46IrNO3P | ωB97M-V/def2-TZVPD

Calculated values
HOMO level (spin up / spin down) = -14.9141 / -15.8260 eV
Energy above the lowest of the compared OMol25 structures with the same formula, charge and spin = 13.9 kcal/mol
Expectation value of S² = 8.765
Total charge = +2
Multiplicity = 6
LUMO level (spin up / spin down) = -5.4 / -8.6 eV
Electronic energy = -1667.56111 hartree
HOMO-LUMO gap (spin up / spin down) = 9.5 / 7.2 eV

Last column: Mulliken charge in e.
CARTESIAN COORDINATES (ANGSTROEM)
Ir1 -0.067 -0.170 0.648  1.964
N1 -0.468 1.849 1.692  -0.711
C1 -0.104 2.976 0.792  -0.467
C2 1.000 2.479 -0.118  0.518
O1 2.014 3.230 -0.273  -0.544
O2 0.898 1.338 -0.624  -0.845
H1 -1.448 1.901 1.959  0.237
H2 0.061 1.904 2.557  0.264
H3 0.213 3.856 1.344  0.462
H4 -0.958 3.235 0.167  0.333
C3 2.797 -3.157 4.951  -0.713
C4 1.623 -3.784 4.176  -0.927
C5 1.155 -2.887 3.021  -0.654
C6 2.379 -2.194 2.406  1.470
C7 2.946 -1.164 3.407  -0.569
C8 2.752 -1.635 4.859  -0.885
P1 1.998 -1.466 0.789  -2.722
C9 1.835 -2.742 -0.517  1.018
C10 2.897 -3.871 -0.391  -1.131
C11 2.271 -5.154 0.149  -0.389
C12 1.200 -5.691 -0.811  -0.842
C13 0.434 -4.556 -1.516  -1.105
C14 0.404 -3.302 -0.647  -0.498
C15 3.259 -0.311 0.128  0.435
C16 3.529 0.965 0.930  -1.126
C17 4.048 2.031 -0.005  -0.140
C18 4.855 1.498 -1.171  -0.811
C19 5.580 0.220 -0.690  -0.926
C20 4.602 -0.917 -0.324  -0.578
H5 3.750 -3.516 4.553  0.296
H6 2.769 -3.472 5.993  0.470
H7 0.780 -3.973 4.841  0.475
H8 1.923 -4.753 3.773  0.227
H9 0.473 -2.109 3.385  0.415
H10 0.597 -3.476 2.293  -0.038
H11 3.141 -2.953 2.198  0.738
H12 2.450 -0.195 3.275  -0.082
H13 4.008 -1.009 3.202  0.271
H14 1.791 -1.281 5.241  0.327
H15 3.515 -1.180 5.488  0.501
H16 2.036 -2.174 -1.433  0.623
H17 3.743 -3.565 0.230  0.371
H18 3.315 -4.056 -1.383  0.617
H19 1.842 -4.963 1.137  -0.234
H20 3.048 -5.903 0.302  0.571
H21 0.504 -6.325 -0.261  0.372
H22 1.670 -6.328 -1.561  0.322
H23 -0.583 -4.870 -1.748  0.441
H24 0.904 -4.310 -2.473  0.366
H25 -0.026 -3.543 0.330  0.113
H26 -0.246 -2.541 -1.092  0.285
H27 2.742 -0.004 -0.786  0.417
H28 4.309 0.776 1.678  0.609
H29 2.674 1.321 1.512  0.101
H30 4.489 2.885 0.510  0.644
H31 2.987 2.634 -0.479  0.038
H32 5.564 2.256 -1.497  0.508
H33 4.230 1.267 -2.040  0.332
H34 6.205 0.477 0.166  0.405
H35 6.258 -0.115 -1.474  0.496
H36 5.039 -1.555 0.448  0.310
H37 4.427 -1.548 -1.198  0.385
C21 -3.360 -1.577 -0.989  -1.675
C22 -3.072 -0.486 0.028  1.677
C23 -2.907 0.870 -0.628  -1.648
C24 -4.091 -0.467 1.149  -1.613
O3 -1.794 -0.876 0.660  -0.134
H38 -4.367 -1.447 -1.385  0.485
H39 -3.299 -2.559 -0.521  0.401
H40 -2.656 -1.531 -1.822  0.357
H41 -3.770 1.083 -1.260  0.506
H42 -2.026 0.894 -1.277  0.368
H43 -2.851 1.670 0.116  0.289
H44 -5.075 -0.237 0.739  0.421
H45 -3.848 0.294 1.893  0.334
H46 -4.141 -1.438 1.640  0.418

***

C24H46N3O10P | ωB97M-V/def2-TZVPD

Calculated values
HOMO level = -10.0786 eV
LUMO level = 0.4 eV
Electronic energy = -2200.12621 hartree
HOMO-LUMO gap = 10.5 eV

Last column: Mulliken charge in e.
CARTESIAN COORDINATES (ANGSTROEM)
C1 -0.318 -1.235 -2.083  -1.593
C2 -0.662 -0.333 -3.267  -0.539
C3 -2.106 -0.501 -3.838  1.198
C4 -2.656 -1.803 -3.441  -0.679
N1 -3.114 -2.791 -3.085  -0.578
P1 -1.885 -0.587 -5.673  0.429
O1 -1.300 -1.861 -6.133  -0.668
C5 -3.107 0.623 -3.344  3.630
C6 -3.108 0.519 -1.875  -1.755
N2 -3.106 0.478 -0.730  -0.409
C7 -2.564 2.033 -3.751  -1.073
C8 -2.269 3.035 -2.631  -0.928
N3 -0.996 2.752 -1.962  -0.408
C9 -4.520 0.359 -3.947  -1.820
C10 -5.789 0.830 -3.209  0.496
C11 -6.253 -0.167 -2.144  -1.480
C12 -5.727 2.254 -2.653  -1.358
H1 -0.206 -2.274 -2.393  0.339
H2 0.642 -0.910 -1.675  0.448
H3 -1.055 -1.171 -1.282  0.304
H4 -0.522 0.712 -2.983  0.306
H5 0.055 -0.547 -4.065  0.636
H6 -3.119 -0.254 -6.255  0.060
H7 -1.099 0.555 -5.904  0.096
H8 -1.629 1.911 -4.300  0.399
H9 -3.278 2.485 -4.441  0.456
H10 -3.100 3.068 -1.922  0.195
H11 -2.213 4.025 -3.088  0.603
H12 -0.524 3.612 -1.715  0.307
H13 -1.149 2.244 -1.099  -0.058
H14 -4.512 0.822 -4.937  0.566
H15 -4.638 -0.714 -4.109  0.468
H16 -6.566 0.831 -3.982  0.441
H17 -7.240 0.112 -1.770  0.448
H18 -6.333 -1.171 -2.568  0.384
H19 -5.567 -0.221 -1.300  0.250
H20 -6.737 2.609 -2.439  0.517
H21 -5.163 2.301 -1.719  0.077
H22 -5.285 2.957 -3.362  0.301
C13 -2.848 2.232 2.261  -1.117
C14 -1.522 1.529 2.079  0.169
O2 -0.487 2.116 2.892  -0.420
C15 -0.503 1.767 4.176  0.764
O3 -1.275 1.004 4.698  -0.564
O4 0.467 2.436 4.801  -0.368
C16 0.542 2.193 6.208  -0.589
H23 -2.740 3.301 2.069  0.296
H24 -3.573 1.818 1.562  0.303
H25 -3.223 2.097 3.275  0.391
H26 -1.159 1.644 1.060  0.056
H27 -1.598 0.464 2.295  0.287
H28 0.593 1.126 6.412  0.257
H29 -0.318 2.621 6.721  0.288
H30 1.453 2.680 6.544  0.221
C17 2.344 -1.259 4.881  -0.840
C18 2.269 -2.673 5.409  -0.315
O5 3.554 -3.148 5.853  -0.346
C19 3.942 -2.704 7.046  0.789
O6 3.321 -1.971 7.772  -0.560
O7 5.165 -3.179 7.289  -0.336
C20 5.730 -2.750 8.531  -0.626
H31 3.086 -1.185 4.085  0.330
H32 1.374 -0.962 4.481  0.189
H33 2.617 -0.563 5.673  0.288
H34 1.982 -3.370 4.624  0.312
H35 1.555 -2.757 6.227  0.314
H36 5.064 -2.984 9.358  0.296
H37 5.921 -1.678 8.511  0.291
H38 6.664 -3.294 8.631  0.217
C21 7.121 -0.293 -1.077  -1.074
C22 6.333 0.266 -2.240  -0.185
O8 5.880 -0.772 -3.128  -0.368
C23 4.809 -1.446 -2.715  0.789
O9 4.191 -1.246 -1.700  -0.556
O10 4.555 -2.409 -3.601  -0.338
C24 3.461 -3.260 -3.247  -0.348
H39 7.955 -0.896 -1.437  0.288
H40 7.519 0.524 -0.475  0.348
H41 6.490 -0.912 -0.441  0.313
H42 6.958 0.899 -2.867  0.288
H43 5.475 0.846 -1.901  0.305
H44 2.572 -2.673 -3.027  0.021
H45 3.718 -3.869 -2.382  0.292
H46 3.283 -3.895 -4.110  0.239

***

C24H47BF13NO9S2Si | ωB97M-V/def2-TZVPD

Calculated values
HOMO level = -8.9182 eV
LUMO level = -1.4 eV
Electronic energy = -4083.34999 hartree
HOMO-LUMO gap = 7.5 eV

Last column: Mulliken charge in e.
CARTESIAN COORDINATES (ANGSTROEM)
C1 8.387 -0.539 2.371  -0.827
C2 7.659 0.103 1.109  0.432
O1 7.853 -0.451 -0.003  -0.527
N1 6.772 1.282 1.119  -0.303
C3 5.779 1.252 2.233  -0.664
C4 4.460 0.410 1.915  -0.112
C5 4.693 -1.171 1.822  -0.251
C6 3.431 -2.046 2.283  -0.843
Si1 2.032 -2.167 0.955  0.228
S1 1.839 -4.187 0.211  -0.436
C7 0.411 -1.551 1.845  -0.389
C8 -0.744 -2.660 1.734  -1.055
C9 -1.943 -2.167 2.709  0.734
F1 -1.605 -2.722 3.996  -0.357
F2 -1.894 -0.767 2.873  -0.268
C10 -3.373 -2.762 2.337  0.398
F3 -3.130 -3.961 1.593  -0.300
F4 -4.070 -3.162 3.487  -0.291
C11 -4.254 -1.832 1.340  0.605
F5 -5.026 -2.760 0.582  -0.296
F6 -3.342 -1.212 0.477  -0.222
C12 -5.226 -0.876 2.153  0.750
F7 -4.682 -0.385 3.365  -0.239
F8 -6.322 -1.686 2.565  -0.256
S2 -5.948 0.589 1.231  1.258
F9 -6.092 1.388 2.715  -0.344
F10 -7.497 0.004 1.517  -0.323
F11 -5.898 -0.145 -0.248  -0.294
F12 -4.490 1.356 1.046  -0.259
F13 -6.668 1.898 0.495  -0.296
B1 2.372 -1.025 -0.613  0.669
O2 3.204 -1.574 -1.664  -0.567
O3 1.823 0.316 -0.753  -0.503
H1 8.132 -1.661 2.360  0.223
H2 8.060 -0.126 3.377  0.260
H3 9.520 -0.436 2.286  0.323
H4 7.369 2.109 1.280  0.314
H5 5.445 2.342 2.398  0.405
H6 6.218 0.923 3.245  0.251
H7 3.713 0.630 2.765  0.333
H8 3.993 0.865 0.972  -0.103
H9 5.038 -1.415 0.756  0.193
H10 5.563 -1.450 2.519  0.254
H11 2.997 -1.567 3.231  0.346
H12 3.791 -3.105 2.519  0.357
H13 2.926 -4.345 -0.632  0.130
H14 0.647 -1.316 2.947  0.417
H15 0.125 -0.592 1.278  0.243
H16 -1.154 -2.617 0.674  0.288
H17 -0.409 -3.712 2.022  0.358
H18 4.027 -1.041 -1.712  0.271
H19 1.900 0.739 0.136  0.287
C13 3.773 -4.956 -8.208  -0.803
O4 2.531 -4.493 -7.717  -0.263
C14 1.564 -5.532 -7.601  -0.551
C15 0.646 -5.290 -6.407  -0.305
O5 1.258 -5.554 -5.144  -0.483
C16 2.248 -4.620 -4.707  -0.355
C17 1.685 -3.258 -4.319  -0.244
O6 1.369 -2.496 -5.481  -0.296
C18 0.267 -1.631 -5.280  -0.768
H20 3.678 -5.267 -9.253  0.330
H21 4.490 -4.135 -8.145  0.229
H22 4.149 -5.784 -7.599  0.353
H23 2.050 -6.510 -7.491  0.349
H24 0.972 -5.533 -8.523  0.398
H25 -0.184 -5.998 -6.481  0.416
H26 0.205 -4.293 -6.431  0.083
H27 3.055 -4.535 -5.434  0.144
H28 2.684 -5.067 -3.808  0.342
H29 2.438 -2.696 -3.756  0.189
H30 0.799 -3.398 -3.688  0.367
H31 -0.607 -2.190 -4.927  0.363
H32 0.014 -1.178 -6.240  0.238
H33 0.526 -0.842 -4.569  0.275
C19 -2.826 7.345 5.093  -0.799
O7 -3.566 7.391 3.890  -0.269
C20 -2.760 7.709 2.760  -0.551
C21 -3.260 6.988 1.514  -0.304
O8 -2.954 5.593 1.490  -0.490
C22 -3.687 4.763 2.393  -0.346
C23 -5.158 4.600 2.029  -0.303
O9 -5.896 5.767 2.382  -0.313
C24 -6.981 6.009 1.506  -0.787
H34 -2.477 8.346 5.365  0.331
H35 -3.482 6.971 5.881  0.229
H36 -1.977 6.660 5.004  0.350
H37 -1.711 7.439 2.937  0.344
H38 -2.824 8.792 2.606  0.403
H39 -2.737 7.414 0.653  0.415
H40 -4.323 7.161 1.345  0.083
H41 -3.557 5.095 3.424  0.123
H42 -3.216 3.778 2.322  0.368
H43 -5.585 3.763 2.591  0.246
H44 -5.244 4.390 0.956  0.356
H45 -6.639 6.059 0.467  0.346
H46 -7.417 6.974 1.767  0.252
H47 -7.742 5.231 1.618  0.303

***

C24H47BF2N4O6P2S2SeSi4TeZr | ωB97M-V/def2-TZVPD

Calculated values
HOMO level = -6.5758 eV
Energy above the lowest of the compared OMol25 structures with the same formula, charge and spin = 0.0 kcal/mol
LUMO level = 0.0 eV
Electronic energy = -7191.83257 hartree
HOMO-LUMO gap = 6.6 eV

Last column: Mulliken charge in e.
CARTESIAN COORDINATES (ANGSTROEM)
Zr1 -2.048 0.376 0.784  0.026
C1 -0.651 3.384 3.027  -1.246
C2 -2.056 2.950 3.189  0.744
N1 -2.678 2.023 2.503  0.556
C3 -4.004 1.911 2.891  -0.148
C4 -4.382 2.753 3.885  -0.508
S1 -3.062 3.726 4.363  -0.212
C5 -4.901 1.006 2.189  -0.183
C6 -6.196 0.744 2.508  -0.512
S2 -6.909 -0.237 1.300  -0.225
C7 -5.415 -0.246 0.422  0.560
N2 -4.473 0.416 1.024  0.392
C8 -5.307 -0.890 -0.917  -0.940
H1 -0.404 3.447 1.971  0.003
H2 0.023 2.647 3.465  0.090
H3 -0.489 4.347 3.511  0.600
H4 -5.353 2.860 4.338  0.403
H5 -6.756 1.070 3.367  0.421
H6 -6.245 -0.776 -1.459  0.569
H7 -5.089 -1.956 -0.832  0.136
H8 -4.500 -0.424 -1.476  0.048
N3 -1.520 -4.480 1.878  -0.180
C9 -2.615 -3.514 1.489  0.385
C10 -3.913 -4.223 1.183  -1.512
P1 -2.794 -2.242 2.881  0.820
O1 -1.537 -2.643 3.809  -0.694
O2 -4.100 -2.410 3.524  -0.895
O3 -2.424 -0.900 2.289  0.120
P2 -1.754 -2.560 0.164  1.045
O4 -1.653 -3.739 -0.945  -0.712
O5 -0.424 -2.393 0.815  -0.792
O6 -2.474 -1.375 -0.414  -0.461
H9 -1.569 -4.739 2.861  0.394
H10 -0.649 -3.899 1.704  0.253
H11 -1.516 -5.298 1.272  0.355
H12 -4.254 -4.792 2.049  0.416
H13 -3.813 -4.881 0.316  0.394
H14 -4.685 -3.483 0.977  0.230
H15 -0.800 -2.016 3.627  -0.006
H16 -1.218 -3.473 -1.771  0.306
C11 3.704 -1.774 -4.583  -1.145
Si1 2.387 -1.571 -3.230  0.495
C12 2.906 -2.600 -1.721  -0.810
C13 0.780 -2.353 -3.898  -0.716
Si2 2.013 0.664 -2.546  0.518
Te1 0.132 0.070 -1.005  -1.292
Si3 1.370 2.081 -4.313  0.816
C14 -0.103 1.274 -5.193  -1.063
C15 2.798 2.319 -5.535  -1.080
C16 0.806 3.774 -3.679  -0.974
Si4 3.828 1.439 -1.243  0.638
C17 3.553 3.244 -0.730  -0.938
C18 3.953 0.423 0.346  -0.492
C19 5.428 1.315 -2.254  -1.097
H17 3.898 -2.827 -4.794  0.354
H18 4.645 -1.309 -4.280  0.280
H19 3.385 -1.294 -5.511  0.290
H20 2.837 -3.674 -1.901  0.410
H21 2.257 -2.349 -0.876  0.116
H22 3.932 -2.372 -1.424  0.269
H23 0.806 -3.444 -3.864  0.429
H24 0.584 -2.051 -4.929  0.302
H25 -0.062 -1.998 -3.294  -0.108
H26 0.215 0.423 -5.800  0.274
H27 -0.637 1.974 -5.838  0.395
H28 -0.805 0.902 -4.441  0.254
H29 3.186 1.354 -5.871  0.259
H30 3.624 2.860 -5.066  0.280
H31 2.481 2.883 -6.413  0.381
H32 0.059 3.645 -2.892  0.169
H33 0.357 4.374 -4.473  0.436
H34 1.637 4.340 -3.254  0.284
H35 2.594 3.341 -0.214  0.163
H36 3.535 3.914 -1.592  0.275
H37 4.335 3.587 -0.048  0.401
H38 2.961 0.334 0.803  -0.239
H39 4.615 0.886 1.081  0.398
H40 4.313 -0.589 0.153  0.299
H41 5.319 1.835 -3.209  0.281
H42 5.665 0.271 -2.474  0.253
H43 6.276 1.751 -1.722  0.375
F1 -0.172 3.023 -0.361  0.010
B1 -0.489 1.798 0.067  0.647
F2 -2.771 1.290 -0.802  -0.641
Se1 0.463 0.197 2.393  0.378
C20 1.417 0.226 4.064  0.419
C21 1.425 -0.845 4.956  -0.332
C22 2.189 -0.760 6.109  -0.483
N4 2.935 0.293 6.431  -0.666
C23 2.935 1.310 5.572  -0.440
C24 2.213 1.325 4.391  -0.475
H44 0.858 -1.745 4.763  0.250
H45 2.212 -1.586 6.813  0.367
H46 3.556 2.158 5.845  0.347
H47 2.271 2.174 3.723  0.436

***

C24H47FN5O3S | ωB97M-V/def2-TZVPD

Calculated values
HOMO level = -12.1224 eV
Energy above the lowest of the compared OMol25 structures with the same formula, charge and spin = 0.0 kcal/mol
Total charge = +1
LUMO level = -2.2 eV
Electronic energy = -1939.95187 hartree
HOMO-LUMO gap = 9.9 eV

Last column: Mulliken charge in e.
CARTESIAN COORDINATES (ANGSTROEM)
C1 -2.290 4.879 -0.368  -1.454
C2 -2.450 3.864 -1.513  0.232
C3 -3.362 2.674 -1.152  -1.256
C4 -2.674 1.735 -0.145  -0.677
C5 -1.984 0.487 -0.728  -1.070
N1 -0.487 0.611 -0.835  0.744
C6 0.188 -0.521 -0.079  -0.757
C7 0.146 -0.205 1.423  -0.734
C8 0.669 -1.356 2.313  -0.455
C9 1.963 -0.942 3.067  0.654
C10 1.933 -1.474 4.514  -1.423
C11 3.243 -1.490 2.410  -1.651
C12 1.648 -0.706 -0.503  -0.975
N2 1.867 -0.814 -1.946  -0.152
C13 0.673 -0.517 -2.692  -1.514
C14 0.088 0.808 -2.223  1.656
F1 1.100 1.722 -2.017  -0.528
C15 -0.881 1.342 -3.286  -0.741
C16 -0.323 2.499 -4.138  -0.816
C17 0.828 2.123 -5.078  -0.627
C18 1.521 3.346 -5.706  -1.101
S1 2.153 4.558 -4.573  1.144
O1 1.084 5.318 -3.987  -0.590
O2 3.175 5.303 -5.233  -0.624
O3 2.800 3.641 -3.454  -0.420
H1 -1.336 4.719 0.132  0.365
H2 -2.214 5.877 -0.792  0.399
H3 -3.108 4.849 0.345  0.310
H4 -2.856 4.345 -2.403  0.466
H5 -1.453 3.525 -1.798  -0.267
H6 -3.653 2.155 -2.061  0.532
H7 -4.221 3.112 -0.650  0.421
H8 -3.433 1.359 0.539  0.436
H9 -1.982 2.313 0.470  0.457
H10 -2.178 -0.310 -0.016  0.631
H11 -2.429 0.157 -1.660  0.736
H12 -0.233 1.437 -0.289  0.574
H13 -0.328 -1.455 -0.293  0.194
H14 0.711 0.718 1.554  0.575
H15 -0.900 -0.010 1.671  0.466
H16 0.806 -2.276 1.752  0.594
H17 -0.081 -1.514 3.081  -0.137
H18 2.047 0.142 3.137  0.279
H19 0.942 -1.431 4.954  0.224
H20 2.625 -0.916 5.142  0.414
H21 2.271 -2.510 4.499  0.376
H22 3.073 -2.498 2.039  0.382
H23 4.027 -1.534 3.164  0.474
H24 3.621 -0.858 1.610  0.286
H25 2.265 0.084 -0.070  0.149
H26 1.967 -1.637 -0.043  0.342
H27 2.267 -1.710 -2.182  0.318
H28 -0.104 -1.295 -2.675  0.176
H29 0.919 -0.371 -3.743  0.755
H30 -1.100 0.526 -3.976  0.504
H31 -1.835 1.683 -2.902  -0.260
H32 -0.094 3.353 -3.509  0.437
H33 -1.164 2.798 -4.764  0.544
H34 0.394 1.584 -5.920  0.421
H35 1.588 1.530 -4.578  0.280
H36 2.393 2.998 -6.254  0.456
H37 0.865 3.907 -6.365  0.440
H38 2.898 4.172 -2.652  0.348
C19 3.008 -5.345 -2.726  -0.863
C20 3.266 -4.202 -1.859  0.451
N3 3.486 -3.300 -1.186  -0.449
H39 3.947 -5.833 -2.977  0.294
H40 2.362 -6.056 -2.216  0.278
H41 2.523 -5.013 -3.642  0.295
C21 -2.431 -0.827 6.531  -0.943
C22 -1.869 -1.884 5.699  0.456
N4 -1.421 -2.725 5.060  -0.391
H42 -2.100 -0.954 7.559  0.289
H43 -2.101 0.144 6.168  0.295
H44 -3.518 -0.871 6.498  0.338
C23 -2.481 -5.928 6.131  -0.536
C24 -3.403 -6.659 6.992  0.260
N5 -4.131 -7.231 7.666  -0.340
H45 -2.785 -4.887 6.059  0.074
H46 -1.475 -5.973 6.541  0.264
H47 -2.478 -6.366 5.135  0.263

***

Which formula does entry 2 have? C24H46N3O10P

***

What is the electronic energy in the fourth record? -7191.83257 hartree

***

Among the records above, which one has the lowest electronic energy? C24H47BF2N4O6P2S2SeSi4TeZr

***

electronic energy of number 5 (C24H47FN5O3S)? -1939.95187 hartree